Entry 1:
{"formula": "C59H42MnN4O8P2S2", "method": "wB97M-V/def2-TZVPD", "energy_ha": -5724.1461, "orbital_gap_ha": 0.2523, "charge": 1, "relative_energy_kj_mol": 0.0, "spin_multiplicity": 1, "symbols": ["Mn", "O", "S", "C", "C", "C", "C", "C", "C", "C", "C", "C", "C", "P", "C", "C", "C", "C", "C", "C", "C", "C", "C", "C", "C", "C", "C", "C", "C", "C", "C", "C", "C", "C", "C", "C", "C", "C", "P", "C", "C", "C", "C", "C", "C", "C", "C", "C", "C", "C", "C", "C", "C", "H", "H", "H", "H", "H", "H", "H", "H", "H", "H", "H", "H", "H", "H", "H", "H", "H", "H", "H", "H", "H", "H", "H", "H", "H", "H", "H", "H", "H", "H", "H", "H", "H", "H", "H", "H", "S", "C", "C", "C", "C", "C", "N", "H", "H", "H", "H", "O", "N", "O", "C", "C", "C", "C", "O", "C", "C", "N", "O", "O", "N", "O", "O", "H", "H"], "xyz": [[0.024, -0.443, -0.473], [-0.220, 0.482, 2.567], [-0.408, 1.062, 1.228], [0.545, 2.553, 1.083], [-0.040, 3.732, 1.488], [0.622, 4.970, 1.440], [1.892, 4.989, 0.945], [2.845, 6.134, 0.731], [4.167, 5.473, 0.269], [3.867, 3.996, 0.243], [4.679, 2.919, 0.045], [4.114, 1.634, 0.156], [2.773, 1.393, 0.381], [2.195, -0.327, 0.575], [2.620, -0.614, 2.339], [2.500, 0.430, 3.259], [2.900, 0.266, 4.573], [3.435, -0.942, 4.996], [3.569, -1.981, 4.092], [3.166, -1.820, 2.774], [3.207, -1.590, -0.291], [2.680, -2.879, -0.175], [3.277, -3.953, -0.820], [4.400, -3.755, -1.606], [4.909, -2.473, -1.755], [4.316, -1.397, -1.112], [1.910, 2.509, 0.643], [2.517, 3.777, 0.582], [-2.099, 1.659, 1.188], [-2.703, 1.673, 2.423], [-4.033, 2.100, 2.616], [-4.737, 2.517, 1.525], [-6.157, 3.002, 1.384], [-6.323, 3.317, -0.126], [-5.015, 2.904, -0.752], [-4.604, 2.875, -2.052], [-3.307, 2.403, -2.330], [-2.415, 1.989, -1.360], [-0.786, 1.369, -1.897], [0.143, 2.940, -2.191], [1.382, 3.018, -2.840], [1.995, 4.239, -3.073], [1.388, 5.420, -2.672], [0.168, 5.363, -2.022], [-0.445, 4.140, -1.783], [-1.176, 0.673, -3.538], [-0.570, 1.124, -4.706], [-0.851, 0.509, -5.919], [-1.734, -0.558, -5.973], [-2.352, -1.002, -4.812], [-2.078, -0.390, -3.600], [-2.812, 2.040, 0.010], [-4.124, 2.481, 0.254], [-1.059, 3.710, 1.849], [0.115, 5.866, 1.771], [2.972, 6.718, 1.643], [2.447, 6.812, -0.026], [4.990, 5.689, 0.952], [4.475, 5.824, -0.717], [5.738, 3.025, -0.150], [4.787, 0.792, 0.109], [2.090, 1.385, 2.966], [2.795, 1.090, 5.266], [3.747, -1.071, 6.024], [3.982, -2.930, 4.405], [3.306, -2.647, 2.096], [1.788, -3.051, 0.411], [2.855, -4.942, -0.703], [4.871, -4.589, -2.108], [5.771, -2.301, -2.386], [4.706, -0.411, -1.310], [-2.123, 1.336, 3.273], [-4.460, 2.086, 3.609], [-6.344, 3.873, 2.011], [-6.853, 2.226, 1.707], [-6.507, 4.379, -0.296], [-7.160, 2.777, -0.568], [-5.248, 3.183, -2.866], [-2.999, 2.359, -3.367], [1.871, 2.132, -3.207], [2.945, 4.260, -3.590], [1.859, 6.374, -2.874], [-0.323, 6.272, -1.698], [-1.398, 4.137, -1.275], [0.118, 1.957, -4.680], [-0.378, 0.871, -6.823], [-1.950, -1.036, -6.919], [-3.054, -1.824, -4.848], [-2.577, -0.731, -2.703], [1.576, -0.052, -2.216], [0.965, -1.595, -2.701], [1.280, -2.356, -3.819], [0.637, -3.569, -3.960], [-0.285, -3.987, -3.000], [-0.540, -3.165, -1.924], [0.071, -1.987, -1.791], [2.008, -2.003, -4.536], [0.852, -4.199, -4.813], [-0.791, -4.937, -3.087], [-1.234, -3.449, -1.141], [-5.416, -2.698, 4.123], [-4.306, -3.100, 4.407], [-4.009, -3.691, 5.423], [-3.234, -2.847, 3.444], [-1.934, -3.269, 3.733], [-0.935, -3.005, 2.843], [-1.105, -2.241, 1.641], [-0.122, -1.927, 0.900], [-2.482, -1.937, 1.385], [-3.523, -2.227, 2.262], [-2.860, -1.343, 0.148], [-3.986, -1.459, -0.265], [-2.029, -0.664, -0.486], [0.371, -3.581, 3.151], [0.976, -4.092, 2.225], [0.732, -3.571, 4.305], [-1.722, -3.798, 4.652], [-4.539, -1.955, 2.017]], "mulliken_charge": [0.54, -0.69, 2.36, -0.13, 0.25, -1.15, 0.59, -0.89, -0.80, 0.12, -1.26, -0.73, 0.26, 1.83, 2.10, -0.41, -1.13, -0.73, -0.85, -0.61, 1.95, -0.85, -0.85, -0.90, -0.94, -1.19, -1.55, 0.25, -1.17, -0.18, -1.58, 0.38, -0.93, -0.84, 0.19, -1.43, 0.32, -0.89, 2.35, 1.06, -0.29, -1.25, -0.75, -0.94, -0.75, 0.30, -0.45, -0.78, -0.77, -0.67, -0.41, -0.21, 0.80, 0.58, 0.50, 0.39, 0.24, 0.34, 0.30, 0.54, 0.88, 0.28, 0.50, 0.42, 0.47, 0.47, -0.06, 0.50, 0.44, 0.43, 0.39, 0.79, 0.53, 0.34, 0.30, 0.29, 0.32, 0.48, 0.76, 0.67, 0.49, 0.50, 0.44, 0.41, 0.46, 0.48, 0.41, 0.49, 0.31, -0.17, 0.90, -1.51, -0.70, -1.22, -0.30, 1.28, 0.60, 0.51, 0.56, 0.29, -0.62, 1.06, -0.62, -1.22, -0.44, -0.06, -0.17, 0.47, -0.76, -0.09, 0.41, -0.67, 0.25, 1.22, -0.59, -0.60, 0.70, 0.73]}

---

Entry 2:
{"formula": "C21H20N6O3PdSSe", "method": "wB97M-V/def2-TZVPD", "energy_ha": -4293.9427, "orbital_gap_ha": 0.1742, "charge": -2, "relative_energy_kj_mol": 16.3, "spin_multiplicity": 1, "symbols": ["Pd", "O", "S", "N", "N", "C", "C", "C", "C", "C", "C", "C", "C", "C", "H", "H", "H", "H", "O", "C", "N", "C", "O", "C", "C", "C", "C", "N", "C", "H", "H", "H", "H", "H", "H", "H", "H", "C", "N", "C", "C", "N", "C", "C", "Se", "H", "H", "H", "H", "H", "H", "H", "H"], "xyz": [[0.676, -0.116, 1.203], [-1.379, -2.005, -2.692], [-0.834, -1.986, -1.310], [0.133, -0.898, -0.970], [-2.736, -8.080, 6.414], [-2.226, -7.247, 5.773], [-1.765, -6.187, 4.946], [-0.699, -5.356, 5.318], [-0.346, -4.278, 4.550], [-0.998, -3.910, 3.363], [-2.110, -4.752, 3.000], [-2.492, -5.850, 3.792], [-0.616, -2.809, 2.572], [-0.063, -1.791, 2.207], [-0.126, -5.552, 6.222], [0.501, -3.708, 4.871], [-2.681, -4.450, 2.168], [-3.382, -6.455, 3.513], [2.684, 0.077, -4.560], [2.652, 0.776, -3.327], [1.329, 1.053, -2.929], [0.687, 2.058, -3.471], [1.228, 2.850, -4.264], [-0.750, 2.308, -3.239], [-1.200, 3.520, -2.804], [-2.545, 3.814, -2.640], [-3.381, 2.714, -2.716], [-3.043, 1.471, -2.970], [-1.709, 1.269, -3.251], [2.367, 0.642, -5.266], [3.165, 1.751, -3.473], [3.090, 0.146, -2.587], [0.817, 0.436, -2.213], [-0.503, 4.364, -2.667], [-2.926, 4.779, -2.373], [-4.412, 2.964, -2.444], [-1.418, 0.213, -3.422], [-0.912, 2.631, 0.629], [0.503, 2.689, 0.186], [1.210, 3.791, -0.117], [2.514, 3.411, -0.316], [2.491, 2.076, -0.102], [3.728, 1.332, 0.064], [1.324, 1.591, 0.384], [1.673, 0.826, 3.323], [-1.154, 3.538, 1.254], [-0.960, 1.741, 1.255], [-1.689, 2.621, -0.136], [0.704, 4.703, -0.329], [3.379, 3.950, -0.589], [4.491, 1.727, -0.578], [3.655, 0.325, -0.360], [4.056, 1.270, 1.109]], "mulliken_charge": [-0.62, -0.64, 0.12, -0.45, -0.59, 0.11, 0.51, -0.41, -0.33, 0.27, -0.67, -0.48, -0.38, -0.03, 0.38, 0.48, 0.49, 0.32, -0.64, -0.49, 0.48, 0.33, -0.75, 0.52, -0.27, -0.65, -0.12, -0.68, -0.24, 0.35, 0.34, 0.25, -0.09, 0.39, 0.36, 0.31, 0.58, -0.80, 0.66, -0.78, -0.59, 0.93, -1.21, -0.07, -0.96, 0.38, 0.25, 0.15, 0.52, 0.48, 0.42, 0.30, 0.23]}

---

Entry 3:
{"formula": "C31H35CaF2N4O8PS2", "method": "wB97M-V/def2-TZVPD", "energy_ha": -4038.4502, "orbital_gap_ha": 0.2559, "charge": -2, "relative_energy_kj_mol": 150.7, "spin_multiplicity": 1, "symbols": ["Ca", "F", "C", "C", "C", "C", "C", "F", "C", "C", "C", "C", "C", "C", "N", "H", "H", "H", "H", "H", "H", "O", "C", "O", "C", "O", "O", "O", "O", "N", "C", "C", "C", "C", "C", "C", "S", "O", "O", "N", "C", "S", "C", "C", "N", "H", "H", "H", "H", "H", "H", "H", "H", "C", "C", "C", "P", "C", "C", "C", "C", "C", "C", "H", "H", "H", "H", "H", "H", "H", "H", "H", "H", "H", "H", "H", "H", "H", "H", "H", "H", "H", "H", "H"], "xyz": [[-0.701, -0.141, 0.998], [-4.947, -3.698, -2.584], [-4.637, -3.087, -1.417], [-3.334, -3.042, -1.018], [-2.989, -2.414, 0.197], [-3.996, -1.791, 0.977], [-5.298, -1.915, 0.503], [-6.306, -1.353, 1.209], [-5.666, -2.551, -0.663], [-3.754, -0.999, 2.213], [-4.508, -1.244, 3.362], [-4.339, -0.432, 4.470], [-3.419, 0.602, 4.411], [-2.703, 0.769, 3.234], [-2.867, -0.003, 2.167], [-2.545, -3.483, -1.611], [-6.699, -2.608, -0.972], [-5.201, -2.072, 3.388], [-4.926, -0.600, 5.366], [-3.249, 1.253, 5.259], [-1.964, 1.556, 3.124], [0.098, 3.344, 0.003], [-0.607, 2.436, 0.453], [-0.412, 1.820, 1.560], [-1.838, 1.915, -0.327], [-2.715, 2.688, -0.709], [-1.834, 0.643, -0.503], [-1.716, -2.554, 0.512], [-1.312, -2.076, 1.791], [3.418, 6.607, 2.024], [3.527, 5.227, 1.774], [2.630, 4.600, 0.911], [2.765, 3.258, 0.615], [3.807, 2.536, 1.179], [4.695, 3.139, 2.051], [4.559, 4.486, 2.349], [3.942, 0.804, 0.779], [5.036, 0.264, 1.567], [4.101, 0.725, -0.655], [2.513, 0.191, 1.135], [2.062, 0.009, 2.381], [2.964, 0.315, 3.900], [1.561, -0.173, 4.808], [0.574, -0.537, 3.963], [0.855, -0.438, 2.628], [2.490, 6.964, 1.864], [3.774, 6.885, 2.925], [1.801, 5.157, 0.490], [2.028, 2.763, -0.007], [5.475, 2.536, 2.497], [5.241, 4.968, 3.042], [1.579, -0.163, 5.885], [-0.401, -0.919, 4.238], [-2.056, -0.801, -3.675], [-0.769, -1.632, -3.564], [0.024, -1.532, -4.867], [0.065, -1.230, -1.920], [0.999, -2.838, -1.628], [1.905, -2.658, -0.409], [1.734, -3.534, -2.775], [1.361, 0.083, -2.250], [2.622, -0.240, -3.050], [0.669, 1.326, -2.823], [-2.732, -1.227, -4.425], [-1.824, 0.225, -3.966], [-2.577, -0.754, -2.718], [-1.062, -2.681, -3.429], [0.248, -0.492, -5.105], [-0.577, -1.938, -5.689], [0.961, -2.085, -4.829], [0.184, -3.505, -1.318], [2.723, -1.963, -0.601], [2.331, -3.618, -0.103], [1.336, -2.262, 0.433], [2.510, -2.903, -3.206], [1.046, -3.832, -3.568], [2.214, -4.443, -2.397], [1.690, 0.320, -1.230], [2.397, -0.524, -4.079], [3.209, -1.026, -2.577], [3.256, 0.650, -3.067], [0.521, 1.229, -3.902], [1.280, 2.213, -2.641], [-0.299, 1.500, -2.358]], "mulliken_charge": [1.71, -0.39, 0.73, -0.47, 0.82, -0.13, 0.61, -0.35, -1.11, 0.32, -0.68, -0.57, -0.98, -0.59, 0.42, 0.37, 0.49, 0.44, 0.38, 0.42, 0.60, -0.67, 0.48, -0.67, 0.56, -0.82, -0.52, -0.27, -0.81, -0.65, 1.26, -0.88, 0.06, -0.42, -0.39, -0.76, 1.25, -0.74, -0.69, -0.11, 0.08, -0.17, -0.41, -1.00, 0.02, 0.24, 0.21, 0.26, 0.06, 0.49, 0.25, 0.43, 0.38, -1.48, 0.56, -1.80, 0.53, 0.74, -1.47, -1.77, 3.68, -2.01, -1.72, 0.50, 0.31, 0.09, 0.50, 0.29, 0.44, 0.30, 0.18, 0.17, 0.51, 0.27, 0.23, 0.33, 0.51, -2.09, 0.20, 0.38, 0.60, 0.28, 0.40, 0.26]}

---

Entry 4:
{"formula": "C2H3FO2PYb", "method": "wB97M-V/def2-TZVPD", "energy_ha": -1828.4731, "orbital_gap_ha": 0.2183, "charge": -1, "spin_multiplicity": 1, "symbols": ["P", "F", "O", "C", "H", "H", "C", "O", "Yb", "H"], "xyz": [[1.630, -1.293, -0.653], [2.873, 1.149, 2.361], [0.101, -1.096, 0.367], [-1.088, -0.700, -0.224], [-1.717, -1.477, -0.662], [1.152, -0.471, -1.723], [-1.371, 0.622, -0.216], [-0.549, 1.524, 0.294], [1.294, 0.774, 1.096], [-2.324, 0.968, -0.640]], "mulliken_charge": [-0.22, -0.78, -0.49, -0.39, 0.34, -0.04, 0.09, -0.74, 0.93, 0.30]}